No. 1
Computed, not measured: a structure of composition C18H29N2O2P2RuS in a non-equilibrium geometry, with ωB97M-V/def2-TZVPD.

For the energy above the lowest of the compared OMol25 structures with the same formula, charge and spin, the calculation gives 179.3 kJ/mol. For the orbital gap (alpha / beta), the calculation gives 4.1 / 5.2 eV. The HOMO energy (alpha / beta) comes out at -4.3 / -8.0 eV. For the energy, the calculation gives -58198.9575 eV. The expectation value of S² is 8.794.

The geometry in ORCA input format:
```
! wB97M-V def2-TZVPD RIJCOSX def2/J DEFGRID3
* xyz 0 6
C -1.0132 -3.9523 -0.1488
C -0.6469 -2.6991 0.3311
N -1.0751 -1.5886 -0.3025
C -2.0888 -1.6682 -1.2029
C -2.5986 -2.9088 -1.5742
C -2.0349 -4.0684 -1.0758
C 0.2099 -2.5804 1.6034
P 0.7409 -0.8536 1.8478
Ru -0.3039 0.3690 0.3766
P -1.5642 1.0446 -1.4790
C -2.6916 -0.3690 -1.7221
C 0.7776 2.0514 1.0310
C 0.7376 2.6473 2.2930
C 1.2973 3.9306 2.4651
C 1.8913 4.5924 1.3936
C 2.0079 3.9623 0.1549
C 1.5103 2.6776 -0.0097
O 4.4235 -4.6512 -1.5655
O 1.2298 -1.0015 -4.0799
H -0.5244 -4.8095 0.2678
H -3.3724 -2.9497 -2.3350
H -2.3669 -5.0457 -1.3948
C 0.3360 -0.8507 3.6316
C 2.5433 -0.7397 1.7029
H -2.9278 -0.4524 -2.7964
H -3.6560 -0.1363 -1.2288
H 1.0707 -3.2016 1.6596
H -0.3921 -2.9329 2.4651
C -2.4841 2.5856 -1.2655
C -0.6730 1.1538 -3.0505
H 0.3070 2.1312 3.1503
H 1.2279 4.4278 3.4367
H 2.2410 5.6167 1.4982
H 2.4607 4.4525 -0.7025
H 1.6414 2.2019 -0.9868
H 1.2252 -1.9272 -3.9093
H 2.1396 -0.7186 -3.9295
H 4.1154 -4.0676 -2.2387
H 3.6333 -4.8847 -1.0480
H -0.2195 1.6584 -0.7375
H 0.7064 -1.7976 4.0642
H 0.7890 0.0205 4.1226
H -0.7601 -0.7997 3.7194
H 3.0571 -1.2616 2.5167
H 2.8533 -1.1456 0.7332
H 2.7976 0.3260 1.7324
H -1.3687 1.3587 -3.8679
H 0.0314 1.9828 -2.9630
H -0.1000 0.2390 -3.2601
H -2.9654 2.8713 -2.2117
H -3.2310 2.4774 -0.4677
H -1.7762 3.3732 -0.9644
S -2.1933 0.5523 1.6446
C -2.3632 2.1475 2.1309
N -2.6108 3.2103 2.5460
*
```

So, what does the Löwdin scheme give us? The charges, in e, come out as: -0.09, -0.36, -0.11, -0.37, -0.08, -0.15, -0.27, 0.71, 0.62, 0.73, -0.27, -0.34, -0.15, -0.08, -0.08, -0.11, -0.17, -0.05, -0.04, 0.10, 0.11, 0.08, -0.26, -0.24, 0.10, 0.10, 0.07, 0.10, -0.22, -0.23, 0.08, 0.11, 0.10, 0.10, 0.08, 0.03, 0.05, 0.01, 0.04, 0.00, 0.06, 0.04, 0.02, 0.05, 0.05, 0.03, 0.06, 0.05, 0.02, 0.06, 0.04, 0.06, 0.57, -0.82, 0.06



No. 2
Computed, not measured: the ion C18H29N2O3 with charge +1 in a non-equilibrium geometry, with ωB97M-V/def2-TZVPD.

For the energy above the lowest of the compared OMol25 structures with the same formula, charge and spin, the calculation gives 59.6 kJ/mol. For the orbital gap, the calculation gives 9.7 eV. The HOMO energy comes out at -11.9 eV. For the energy, the calculation gives -28253.8063 eV. The SMILES is CC(C)(C)OC[C@H](O)C[NH+]1CCN(C(=O)c2ccccc2)CC1.

The geometry in ORCA input format:
```
! wB97M-V def2-TZVPD RIJCOSX def2/J DEFGRID3
* xyz 1 1
C -1.9018 2.7184 -1.7336
H -1.9676 1.6972 -1.3638
H -1.8296 3.3985 -0.8889
H -2.8133 2.9400 -2.2784
C -0.6909 2.8915 -2.6519
C -0.7162 1.8505 -3.7715
H -1.6438 1.9473 -4.3266
H -0.6642 0.8405 -3.3675
H 0.1051 1.9947 -4.4690
C -0.6682 4.3063 -3.2255
H -1.6185 4.5133 -3.7073
H -0.5206 5.0341 -2.4309
H 0.1154 4.4244 -3.9697
O 0.4455 2.6681 -1.7683
C 1.7490 2.8664 -2.2894
H 1.9492 2.1991 -3.1369
H 1.8792 3.9014 -2.6236
C 2.7606 2.5732 -1.1636
O 4.0779 2.7474 -1.5987
H 4.2551 3.6720 -1.8056
C 2.6840 1.0998 -0.7268
N 1.3379 0.7308 -0.2396
C 1.1280 1.0925 1.1831
C -0.3193 0.8077 1.5728
N -0.6141 -0.5855 1.3401
C -1.0503 -1.3690 2.3866
O -1.2319 -0.8780 3.4760
C -1.2729 -2.8100 2.0910
C -2.5380 -3.3486 2.3002
C -2.7583 -4.6987 2.0948
C -1.7158 -5.5217 1.7014
C -0.4481 -4.9945 1.5178
C -0.2245 -3.6425 1.7086
H 0.7734 -3.2414 1.5955
H 0.3702 -5.6379 1.2324
H -1.8867 -6.5764 1.5512
H -3.7426 -5.1108 2.2538
H -3.3392 -2.7030 2.6254
C -0.4218 -0.9843 -0.0251
H -0.6394 -2.0468 -0.1393
C 1.0229 -0.6992 -0.4497
H 1.1582 -0.9480 -1.5034
H 1.7158 -1.2967 0.1476
H -1.1078 -0.4205 -0.6741
H -0.4755 0.9999 2.6376
H -0.9986 1.4451 0.9941
H 1.3534 2.1493 1.3215
H 1.8059 0.4961 1.7983
H 0.6809 1.3318 -0.8171
H 3.4352 0.9155 0.0438
H 2.9425 0.4921 -1.5967
H 2.5335 3.2326 -0.3113
*
```

So, what does the Löwdin scheme give us? The charges, in e, come out as: -0.02, 0.07, 0.10, 0.10, -0.59, -0.01, 0.10, 0.08, 0.09, -0.02, 0.10, 0.10, 0.09, -0.16, -0.12, 0.14, 0.14, -0.34, 0.02, 0.12, -0.05, -0.10, -0.06, -0.10, -0.05, -0.40, 0.11, -0.16, -0.01, -0.06, -0.07, -0.07, -0.05, 0.11, 0.11, 0.11, 0.11, 0.12, -0.11, 0.13, -0.07, 0.14, 0.14, 0.13, 0.14, 0.13, 0.14, 0.15, 0.14, 0.15, 0.15, 0.16



No. 3
Computed, not measured: a structure of composition C18H29N2Yb in a non-equilibrium geometry, with ωB97M-V/def2-TZVPD.

For the energy above the lowest of the compared OMol25 structures with the same formula, charge and spin, the calculation gives 12.0 kJ/mol. For the orbital gap (alpha / beta), the calculation gives 7.8 / 7.1 eV. The HOMO energy (alpha / beta) comes out at -15.0 / -15.0 eV. For the energy, the calculation gives -53632.1543 eV. The expectation value of S² is 0.751.

The geometry in ORCA input format:
```
! wB97M-V def2-TZVPD RIJCOSX def2/J DEFGRID3
* xyz 2 2
C -1.4242 2.3797 -0.7876
H -2.1079 3.1869 -0.5004
H -0.4154 2.8242 -0.6958
H -1.6139 1.5753 0.0112
C -1.7357 1.9127 -2.2064
H -0.9056 1.3183 -2.6206
H -2.6065 1.2430 -2.1862
C -2.0432 3.0457 -3.2036
H -2.3016 2.6333 -4.1875
H -2.8945 3.6579 -2.8705
H -1.1843 3.7172 -3.3434
C 1.8501 -1.1480 0.5080
C 1.9761 -0.8767 -0.8799
C 2.2228 0.5184 -1.0329
C 2.2214 1.1093 0.2628
C 1.9891 0.0754 1.2135
C 1.8844 0.2373 2.6877
C 2.3293 2.5609 0.5560
C 2.3352 1.2541 -2.3193
C 1.7961 -1.8698 -1.9692
C 1.6123 -2.4859 1.1157
Yb 0.0234 0.3378 -0.1606
H 2.0274 2.7841 1.5855
H 3.3681 2.9044 0.4382
H 1.7178 3.1753 -0.1221
H 1.6647 1.2766 2.9655
H 1.1058 -0.4073 3.1218
H 2.8331 -0.0325 3.1805
H 1.0399 -3.1387 0.4433
H 2.5674 -2.9949 1.3291
H 1.0665 -2.4086 2.0657
H 1.5414 -1.3872 -2.9209
H 2.7203 -2.4472 -2.1332
H 1.0060 -2.5976 -1.7309
H 1.7211 2.1694 -2.3352
H 3.3753 1.5717 -2.4939
H 2.0388 0.6275 -3.1691
N -1.6171 -0.3305 3.0832
C -2.0670 -1.2699 2.1987
C -2.8993 -2.3176 2.6441
C -3.2207 -3.3366 1.7534
C -2.7209 -3.2698 0.4445
C -1.9545 -2.1729 0.0536
N -1.6241 -1.1692 0.9179
H -1.1365 0.5066 2.7717
H -1.9603 -0.3469 4.0330
H -3.2433 -2.2957 3.6778
H -3.8465 -4.1714 2.0660
H -2.9226 -4.0570 -0.2796
H -1.5881 -2.0710 -0.9798
*
```

So, what does the Löwdin scheme give us? The charges, in e, come out as: -0.15, 0.12, 0.07, 0.04, -0.31, 0.09, 0.12, -0.07, 0.09, 0.10, 0.09, -0.31, -0.32, -0.33, -0.33, -0.32, -0.02, -0.01, -0.01, -0.01, -0.01, 1.80, 0.08, 0.12, 0.07, 0.08, 0.07, 0.12, 0.08, 0.12, 0.08, 0.08, 0.12, 0.08, 0.08, 0.12, 0.08, 0.14, -0.36, 0.02, 0.00, -0.04, -0.14, -0.03, 0.09, 0.12, 0.13, 0.13, 0.12, 0.11



No. 4
Computed, not measured: a cluster of 6 separate species, C18H29N3O7 in total in a non-equilibrium geometry, with ωB97M-V/def2-TZVPD.

For the energy above the lowest of the compared OMol25 structures with the same formula, charge and spin, the calculation gives 0.0 kJ/mol. For the orbital gap, the calculation gives 3.2 eV. The HOMO energy comes out at 0.1 eV. For the energy, the calculation gives -37929.1922 eV.

The geometry in ORCA input format:
```
! wB97M-V def2-TZVPD RIJCOSX def2/J DEFGRID3
* xyz -2 1
N -0.4786 -1.3342 0.2071
H -1.1063 -1.3282 1.0422
H 0.1381 -2.1488 0.1033
H 0.2376 -0.5590 0.2478
H -1.0365 -1.2892 -0.6453
C 2.0709 2.4945 -0.7552
C 1.5396 1.0611 -0.7008
O 1.7226 0.3648 0.4753
H 1.9213 3.0101 -1.7118
H 3.1474 2.4733 -0.5706
H 1.5782 3.1065 0.0078
H 2.0571 0.5725 -1.5617
H 0.4771 0.9867 -1.0240
C 2.7559 -4.7100 0.5150
C 1.7356 -4.4563 1.6492
O 1.5608 -3.1252 1.8914
H 2.8582 -5.7863 0.2686
H 3.7770 -4.4831 0.8292
H 2.4395 -4.2531 -0.4239
H 2.0458 -4.9815 2.5801
H 0.7918 -5.0032 1.4200
C -3.5844 -0.2516 1.9196
C -3.0629 -1.4165 2.7409
O -1.6908 -1.4808 2.8301
H -3.3202 -0.2425 0.8551
H -3.1792 0.7024 2.2778
H -4.6786 -0.1679 1.9745
H -3.6358 -2.3082 2.3992
H -3.4627 -1.3319 3.7734
C 2.1230 -0.3832 -5.1994
C 1.1872 0.5554 -5.5799
C -0.0450 0.5580 -4.9376
C -0.3387 -0.3158 -3.9057
C 0.6299 -1.2889 -3.5733
C 1.8600 -1.3316 -4.2041
N -1.6679 -0.3824 -3.3100
O -2.5729 0.2674 -3.7799
O -1.7517 -1.0500 -2.3016
H 3.0496 -0.4337 -5.7596
H 1.4421 1.2717 -6.3468
H -0.8214 1.2644 -5.2065
H 0.5267 -1.9422 -2.7166
H 2.5291 -2.1165 -3.8863
C 0.3779 2.7442 4.2633
C 0.4674 1.8146 3.2363
C -0.3561 1.9678 2.1380
C -1.2330 3.0588 2.0435
C -1.2936 3.9869 3.0641
C -0.5046 3.8093 4.1819
N -2.0162 3.1859 0.8302
O -3.0925 3.7614 0.8836
O -1.5895 2.6967 -0.1973
H 1.0691 2.6536 5.0925
H 1.1702 0.9920 3.1798
H -0.2690 1.2452 1.3387
H -2.0244 4.7851 3.0327
H -0.4743 4.5116 5.0057
*
```

So, what does the Löwdin scheme give us? The charges, in e, come out as: 0.26, 0.07, 0.11, 0.05, 0.05, -0.13, -0.54, -0.33, 0.05, 0.05, 0.05, 0.07, 0.06, -0.17, -0.61, -0.35, 0.03, 0.04, 0.03, 0.06, 0.06, -0.15, -0.57, -0.34, 0.05, 0.05, 0.05, 0.06, 0.06, -0.08, -0.08, -0.01, -0.13, 0.00, -0.06, -0.33, 0.09, 0.05, 0.10, 0.10, 0.11, 0.12, 0.11, -0.08, -0.02, 0.02, -0.16, -0.04, -0.11, -0.35, 0.04, 0.07, 0.10, 0.13, 0.09, 0.11, 0.09



No. 5
Computed, not measured: the molecule C18H29NO5, with ωB97M-V/def2-TZVPD.

For the energy above the lowest of the compared OMol25 structures with the same formula, charge and spin, the calculation gives 52.3 kJ/mol. For the orbital gap, the calculation gives 9.6 eV. The HOMO energy comes out at -8.8 eV. For the energy, the calculation gives -30862.6678 eV. The SMILES is CCO[C@@H]1OC(C(=O)N2CCOCC2)=C[C@H](C2CC2)[C@H]1CCCO.

The geometry in ORCA input format:
```
! wB97M-V def2-TZVPD RIJCOSX def2/J DEFGRID3
* xyz 0 1
C -1.5417 -3.2449 1.8547
C -0.2047 -3.5000 1.1671
H 0.5505 -3.7806 1.9153
H -0.2973 -4.3135 0.4432
O 0.2784 -2.4050 0.4089
C 0.7744 -1.3176 1.1447
C 2.0714 -0.7910 0.5066
C 2.7382 0.1925 1.4787
C 4.1247 0.6652 1.0215
C 4.1456 2.1456 0.6473
O 5.4282 2.4535 0.1414
H 5.4710 3.3942 -0.0567
H 3.3745 2.3597 -0.1067
H 3.9257 2.7530 1.5368
H 4.4654 0.0903 0.1596
H 4.8598 0.5147 1.8126
H 2.0810 1.0545 1.6098
H 2.8255 -0.2973 2.4506
C 1.7736 -0.1421 -0.8533
C 0.5620 0.7285 -0.7235
C -0.3093 0.5971 0.2706
O -0.2101 -0.3189 1.2911
C -1.4701 1.5407 0.4145
O -1.2943 2.7445 0.4718
N -2.6949 0.9767 0.4833
C -3.0086 -0.3902 0.1405
H -2.0981 -0.9669 -0.0043
C -3.8431 -0.4009 -1.1480
H -4.1840 -1.4117 -1.3785
O -5.0036 0.3852 -1.0146
C -4.6785 1.7243 -0.7092
H -5.6272 2.2544 -0.6156
C -3.8728 1.8142 0.5899
H -3.5456 2.8383 0.7724
H -4.4822 1.4595 1.4278
H -4.0929 2.1645 -1.5305
H -3.2267 -0.0254 -1.9800
H -3.5961 -0.8287 0.9555
H 0.3892 1.4819 -1.4741
C 1.5852 -1.1693 -1.9554
C 1.8762 -0.7862 -3.3743
C 2.7905 -1.7272 -2.6500
H 3.7632 -1.3612 -2.3566
H 2.7880 -2.7689 -2.9319
H 1.2447 -1.1795 -4.1562
H 2.2322 0.2143 -3.5693
H 0.7587 -1.8436 -1.7788
H 2.6247 0.4847 -1.1341
H 2.7243 -1.6563 0.3576
H 0.9855 -1.6414 2.1770
H -1.4902 -2.3380 2.4527
H -1.7805 -4.0839 2.5029
H -2.3328 -3.1339 1.1181
*
```

So, what does the Löwdin scheme give us? The charges, in e, come out as: -0.06, -0.24, 0.12, 0.12, -0.09, -0.32, -0.19, -0.14, -0.17, -0.28, -0.07, 0.09, 0.12, 0.12, 0.11, 0.12, 0.12, 0.12, -0.23, 0.05, -0.18, 0.03, -0.39, 0.08, -0.04, -0.12, 0.11, -0.18, 0.13, -0.13, -0.18, 0.13, -0.10, 0.13, 0.13, 0.13, 0.13, 0.14, 0.13, -0.26, -0.11, -0.11, 0.10, 0.10, 0.10, 0.10, 0.13, 0.14, 0.16, 0.16, 0.08, 0.08, 0.07